Entry P
C45H48BN12SSn | ωB97M-V/def2-TZVPD

## Properties
**Charge**: +1
**Orbital gap**: 6.919 eV
**HOMO**: -9.10 eV

Last column: Löwdin charge in e.
Element x y z (Å)
Sn  -0.237  -0.454  -0.279  1.21
N  1.103  -3.844  -3.347  0.07
C  0.529  -2.773  -2.748  -0.86
S  0.026  -3.034  -1.112  0.58
N  0.398  -1.704  -3.472  -0.02
N  -0.045  -0.575  -2.907  -0.06
C  -0.673  0.283  -3.651  -0.21
C  -1.015  0.050  -5.061  -0.19
C  -0.089  -0.452  -5.972  -0.04
C  -0.480  -0.771  -7.259  -0.07
C  -1.795  -0.590  -7.656  -0.08
C  -2.718  -0.078  -6.758  -0.07
C  -2.335  0.244  -5.471  -0.04
C  -1.209  1.475  -3.005  -0.25
C  -1.402  2.663  -3.713  0.00
C  -1.932  3.755  -3.057  -0.03
C  -2.295  3.627  -1.724  -0.03
C  -2.080  2.411  -1.102  -0.13
N  -1.534  1.376  -1.712  0.04
H  0.969  -4.738  -2.904  0.08
H  1.148  -3.829  -4.353  0.10
H  0.937  -0.592  -5.665  0.10
H  0.240  -1.181  -7.950  0.10
H  -2.105  -0.855  -8.656  0.11
H  -3.745  0.062  -7.055  0.11
H  -3.062  0.610  -4.760  0.12
H  -1.129  2.719  -4.755  0.13
H  -2.064  4.689  -3.580  0.11
H  -2.739  4.448  -1.185  0.11
H  -2.360  2.253  -0.070  0.11
C  -0.388  -1.062  5.438  -0.01
C  0.325  -1.188  4.142  -0.26
C  1.438  -1.964  3.887  0.04
C  1.713  -1.794  2.526  -0.24
N  0.809  -0.948  2.008  0.00
N  -0.024  -0.582  2.990  0.03
B  -1.107  0.501  2.862  -0.53
N  -2.343  0.022  2.079  0.03
N  -2.331  -0.442  0.816  -0.01
C  -3.599  -0.697  0.444  -0.21
C  -4.436  -0.387  1.520  0.04
C  -3.611  0.055  2.533  -0.25
C  -4.055  0.461  3.893  0.00
C  -4.039  -1.229  -0.842  -0.15
C  -5.400  -1.453  -1.078  -0.02
C  -5.823  -2.030  -2.260  -0.07
C  -4.909  -2.391  -3.239  -0.07
C  -3.562  -2.146  -3.031  -0.07
C  -3.144  -1.569  -1.850  -0.06
N  -0.505  1.774  2.234  0.03
N  0.242  1.785  1.127  0.02
C  0.655  3.041  0.923  -0.26
C  0.155  3.856  1.943  0.03
C  -0.580  3.016  2.755  -0.26
C  -1.316  3.414  3.983  -0.01
C  1.472  3.468  -0.201  -0.17
C  1.574  2.712  -1.369  -0.09
C  2.283  3.175  -2.460  -0.08
C  2.930  4.399  -2.399  -0.08
C  2.856  5.156  -1.239  -0.07
C  2.136  4.697  -0.152  -0.02
C  2.784  -2.427  1.771  -0.16
C  2.867  -2.307  0.384  -0.14
C  3.824  -2.992  -0.344  -0.09
C  4.756  -3.780  0.312  -0.07
C  4.712  -3.881  1.693  -0.07
C  3.735  -3.221  2.417  -0.01
H  0.069  -1.733  6.160  0.09
H  -0.336  -0.046  5.824  0.08
H  -1.436  -1.332  5.325  0.08
H  1.957  -2.577  4.592  0.11
H  -1.457  0.784  3.949  0.11
H  -5.501  -0.483  1.572  0.11
H  -5.131  0.310  3.965  0.09
H  -3.572  -0.142  4.659  0.08
H  -3.829  1.508  4.091  0.07
H  -6.136  -1.183  -0.336  0.10
H  -6.876  -2.210  -2.414  0.11
H  -5.245  -2.864  -4.148  0.11
H  -2.827  -2.413  -3.777  0.11
H  -2.089  -1.387  -1.700  -0.01
H  0.280  4.912  2.069  0.11
H  -1.173  4.480  4.143  0.09
H  -2.382  3.217  3.884  0.07
H  -0.949  2.879  4.856  0.09
H  1.024  1.782  -1.434  0.04
H  2.310  2.592  -3.369  0.11
H  3.481  4.765  -3.250  0.11
H  3.342  6.120  -1.187  0.11
H  2.087  5.297  0.744  0.11
H  2.092  -1.746  -0.120  -0.01
H  3.807  -2.948  -1.423  0.11
H  5.497  -4.326  -0.249  0.11
H  5.425  -4.502  2.215  0.11
H  3.701  -3.342  3.487  0.11
N  5.522  1.922  -0.562  0.00
C  5.246  1.271  0.722  -0.20
C  3.767  0.861  0.676  -0.13
N  3.566  0.360  -0.701  0.16
H  6.515  1.951  -0.755  0.10
H  5.181  2.879  -0.574  0.10
H  4.359  0.891  -1.191  0.12
H  5.443  1.892  1.599  0.13
H  5.871  0.377  0.780  0.13
H  3.126  1.727  0.846  0.11
H  3.532  0.093  1.413  0.11
H  3.670  -0.669  -0.725  0.11
H  2.652  0.630  -1.081  0.10


Entry Q
C45H48BN12SSn | ωB97M-V/def2-TZVPD

## Properties
**Charge**: +1
**Orbital gap**: 7.406 eV
**HOMO**: -10.05 eV

Last column: Löwdin charge in e.
Element x y z (Å)
Sn  -0.504  -0.507  -0.259  1.12
N  -2.839  -2.190  -4.031  0.07
C  -2.420  -1.457  -2.967  -0.86
S  -1.899  -2.385  -1.588  0.54
N  -2.491  -0.160  -3.108  0.00
N  -1.971  0.592  -2.110  -0.06
C  -2.375  1.810  -1.985  -0.20
C  -3.421  2.449  -2.825  -0.19
C  -3.406  2.372  -4.218  -0.03
C  -4.447  2.912  -4.957  -0.07
C  -5.517  3.521  -4.317  -0.07
C  -5.534  3.614  -2.933  -0.07
C  -4.489  3.086  -2.191  -0.05
C  -1.807  2.570  -0.849  -0.22
C  -1.742  3.962  -0.867  0.01
C  -1.177  4.625  0.209  -0.03
C  -0.720  3.892  1.295  -0.03
C  -0.831  2.515  1.244  -0.12
N  -1.345  1.870  0.196  0.02
H  -3.017  -3.167  -3.885  0.08
H  -3.367  -1.714  -4.745  0.10
H  -2.575  1.892  -4.713  0.11
H  -4.426  2.848  -6.038  0.11
H  -6.343  3.916  -4.896  0.11
H  -6.364  4.093  -2.428  0.11
H  -4.513  3.137  -1.108  0.12
H  -2.114  4.507  -1.723  0.12
H  -1.089  5.704  0.203  0.12
H  -0.283  4.375  2.158  0.12
H  -0.495  1.888  2.066  0.11
C  1.455  -3.735  4.512  -0.02
C  1.761  -3.589  3.058  -0.27
C  2.333  -4.531  2.247  0.01
C  2.369  -3.957  0.974  -0.24
N  1.849  -2.712  1.011  0.10
N  1.492  -2.490  2.314  0.02
B  0.976  -1.206  3.041  -0.50
N  -0.581  -0.971  2.971  0.06
N  -1.399  -0.710  1.885  -0.04
C  -2.642  -0.492  2.359  -0.22
C  -2.629  -0.638  3.745  0.03
C  -1.333  -0.941  4.091  -0.24
C  -0.839  -1.187  5.479  0.00
C  -3.837  -0.143  1.566  -0.15
C  -5.000  0.258  2.228  -0.02
C  -6.152  0.560  1.521  -0.07
C  -6.166  0.487  0.135  -0.07
C  -5.015  0.107  -0.537  -0.07
C  -3.872  -0.211  0.177  -0.08
N  1.744  0.123  2.748  0.02
N  2.020  0.633  1.528  0.09
C  2.720  1.750  1.725  -0.27
C  2.934  1.952  3.096  0.02
C  2.285  0.908  3.716  -0.26
C  2.179  0.682  5.188  -0.01
C  3.119  2.660  0.639  -0.17
C  2.345  2.787  -0.517  -0.08
C  2.669  3.723  -1.491  -0.09
C  3.768  4.552  -1.324  -0.09
C  4.546  4.433  -0.178  -0.07
C  4.230  3.494  0.790  -0.02
C  2.866  -4.653  -0.230  -0.16
C  2.518  -4.263  -1.518  -0.05
C  2.909  -4.997  -2.628  -0.09
C  3.675  -6.142  -2.470  -0.09
C  4.045  -6.536  -1.192  -0.07
C  3.650  -5.801  -0.087  -0.03
H  1.733  -4.735  4.835  0.09
H  2.004  -3.011  5.116  0.08
H  0.389  -3.596  4.703  0.07
H  2.664  -5.513  2.544  0.11
H  1.189  -1.428  4.189  0.08
H  -3.456  -0.549  4.430  0.11
H  -1.682  -1.127  6.164  0.09
H  -0.379  -2.170  5.577  0.06
H  -0.104  -0.446  5.785  0.06
H  -5.015  0.347  3.306  0.11
H  -7.047  0.852  2.057  0.11
H  -7.069  0.721  -0.416  0.11
H  -5.007  0.041  -1.619  0.11
H  -3.005  -0.546  -0.362  -0.04
H  3.462  2.760  3.577  0.11
H  2.757  1.443  5.706  0.09
H  1.146  0.755  5.527  0.06
H  2.559  -0.299  5.474  0.09
H  1.449  2.184  -0.617  0.07
H  2.040  3.821  -2.370  0.10
H  4.009  5.299  -2.069  0.10
H  5.395  5.089  -0.032  0.11
H  4.844  3.404  1.677  0.11
H  1.838  -3.439  -1.642  0.08
H  2.569  -4.701  -3.615  0.10
H  3.964  -6.733  -3.330  0.10
H  4.625  -7.441  -1.055  0.11
H  3.952  -6.127  0.900  0.11
N  3.964  -0.995  -4.161  0.00
C  2.975  0.081  -4.293  -0.23
C  1.904  -0.086  -3.194  -0.16
N  2.590  -0.442  -1.914  0.17
H  4.824  -0.787  -4.650  0.09
H  3.605  -1.870  -4.527  0.09
H  3.462  -0.900  -2.276  0.14
H  2.486  0.104  -5.267  0.12
H  3.488  1.034  -4.151  0.12
H  1.228  -0.895  -3.459  0.12
H  1.338  0.831  -3.074  0.11
H  2.784  0.386  -1.352  0.12
H  2.060  -1.091  -1.326  0.04


So which one wins? Going from most stable to least: entry P, entry Q.


Entry P
CH2IPS | ωB97M-V/def2-TZVPD

## Properties
**Charge**: 0
**Orbital gap**: 7.233 eV
**HOMO**: -9.15 eV

Last column: Löwdin charge in e.
Element x y z (Å)
C  0.558  -1.106  0.611  -0.76
P  -0.400  0.397  0.103  0.11
S  -1.555  1.451  -1.233  0.01
I  1.195  -2.224  -1.107  0.64
H  -0.818  0.831  1.527  0.02
H  1.019  0.651  0.100  -0.02


Entry Q
CH2IPS | ωB97M-V/def2-TZVPD

## Properties
**Charge**: 0
**Orbital gap (alpha / beta)**: 6.124 / 6.131 eV
**HOMO (alpha / beta)**: -8.66 / -8.66 eV

Last column: Löwdin charge in e.
Element x y z (Å)
C  1.131  -0.774  0.579  -0.80
P  -0.364  0.057  -0.275  0.12
S  -2.099  1.042  -0.154  0.01
I  1.791  -0.066  2.384  0.78
H  0.304  0.642  -1.345  -0.04
H  -0.763  -0.902  -1.189  -0.06


So which one wins? Going from most stable to least: entry P, entry Q.


Entry P
C2HFN2O2 | ωB97M-V/def2-TZVPD

## Properties
**Charge**: 0
**SMILES string**: Oc1nnoc1F
**Orbital gap**: 9.957 eV
**HOMO**: -9.61 eV

Last column: Löwdin charge in e.
Element x y z (Å)
O  -1.333  0.548  1.022  0.00
C  -0.378  0.220  0.038  -0.35
N  -0.482  0.141  -1.279  0.12
N  0.615  -0.543  -1.676  0.05
O  1.457  -0.786  -0.596  0.11
C  0.827  -0.323  0.427  -0.36
F  1.346  -0.483  1.580  0.22
H  -2.053  1.225  0.484  0.22


Entry Q
C2HFN2O2 | ωB97M-V/def2-TZVPD

## Properties
**Charge**: 0
**Orbital gap**: 11.172 eV
**HOMO**: -12.31 eV

Last column: Löwdin charge in e.
Element x y z (Å)
C  1.345  0.579  0.098  -0.16
C  0.416  -0.437  -0.060  -0.06
N  2.163  1.329  0.303  0.25
N  0.248  -1.217  1.113  -0.40
O  -0.022  -0.481  2.045  0.11
O  0.448  -2.373  1.273  0.18
F  1.212  -1.470  -1.111  -0.10
H  -0.601  -0.161  -0.411  0.19


So which one wins? Going from most stable to least: entry P, entry Q.


Entry P
C2H3F2N | ωB97M-V/def2-TZVPD

## Properties
**Charge**: 0
**Orbital gap (alpha / beta)**: 8.800 / 8.802 eV
**HOMO (alpha / beta)**: -9.87 / -9.87 eV

Last column: Löwdin charge in e.
Element x y z (Å)
C  0.658  -0.367  -0.552  0.00
C  -0.416  0.528  -0.225  -0.23
N  -0.750  -0.751  -0.099  0.19
F  -1.170  1.603  -0.482  0.17
F  0.210  0.981  2.081  -0.55
H  0.865  -0.447  -1.614  0.11
H  1.536  -0.220  0.187  0.16
H  -0.933  -1.325  0.704  0.15


Entry Q
C2H3F2N | ωB97M-V/def2-TZVPD

## Properties
**Charge**: 0
**SMILES string**: [H]/N=C/C(F)F
**Orbital gap**: 11.216 eV
**HOMO**: -10.10 eV

Last column: Löwdin charge in e.
Element x y z (Å)
H  1.045  -1.068  1.290  0.05
N  0.807  -0.313  0.665  0.10
C  0.260  -0.475  -0.442  -0.10
C  -0.150  0.982  -1.250  -0.33
F  -1.428  1.146  -1.253  0.11
F  0.302  0.781  -2.574  -0.03
H  0.012  -1.328  -1.004  0.09
H  0.412  1.830  -1.067  0.12


So which one wins? Going from most stable to least: entry Q, entry P.